{
  "formula": "C29H81GaNO12",
  "method": "ωB97M-V/def2-TZVPD",
  "elements": ["C", "C", "O", "C", "Ga", "C", "C", "C", "N", "C", "C", "C", "O", "H", "H", "H", "H", "H", "H", "H", "H", "H", "H", "H", "H", "H", "H", "H", "H", "H", "H", "H", "H", "H", "C", "C", "O", "H", "H", "H", "H", "H", "H", "C", "C", "O", "H", "H", "H", "H", "H", "H", "C", "C", "O", "H", "H", "H", "H", "H", "H", "C", "C", "O", "H", "H", "H", "H", "H", "H", "C", "C", "O", "H", "H", "H", "H", "H", "H", "C", "C", "O", "H", "H", "H", "H", "H", "H", "C", "C", "O", "H", "H", "H", "H", "H", "H", "C", "C", "O", "H", "H", "H", "H", "H", "H", "C", "C", "O", "H", "H", "H", "H", "H", "H", "C", "C", "O", "H", "H", "H", "H", "H", "H"],
  "positions_angstrom": [[-0.605, -1.012, 5.980], [-0.719, -0.207, 4.674], [0.171, 0.952, 4.845], [-0.330, -1.001, 3.417], [-1.687, -2.428, 2.809], [-2.927, -3.119, 4.307], [-3.883, -2.077, 4.951], [-4.947, -1.495, 3.976], [-4.738, -0.069, 3.673], [-2.874, -1.852, 1.226], [-1.973, -1.534, -0.037], [-1.791, -2.719, -1.043], [-0.743, -2.226, -0.129], [-1.464, -0.741, 6.621], [-0.657, -2.099, 5.845], [0.290, -0.748, 6.562], [-1.743, 0.198, 4.580], [-0.293, 1.676, 4.404], [-0.029, -0.290, 2.627], [0.593, -1.552, 3.692], [-0.837, -3.714, 2.304], [-3.524, -3.950, 3.890], [-2.274, -3.511, 5.108], [-4.446, -2.606, 5.749], [-3.375, -1.234, 5.445], [-5.029, -2.110, 3.064], [-5.917, -1.558, 4.507], [-4.838, 0.126, 2.685], [-3.824, 0.248, 3.973], [-3.487, -2.694, 0.878], [-3.468, -0.941, 1.387], [-2.048, -0.520, -0.466], [-1.947, -2.118, -1.944], [-2.271, -3.639, -0.741], [-0.304, 2.353, -0.941], [-1.676, 2.993, -0.930], [-2.423, 2.559, 0.203], [-0.390, 1.268, -0.959], [0.271, 2.675, -1.809], [0.252, 2.615, -0.034], [-2.235, 2.714, -1.823], [-1.593, 4.088, -0.902], [-1.933, 2.812, 0.994], [1.272, 0.047, -5.215], [1.031, 1.086, -4.137], [-0.163, 0.786, -3.422], [0.431, 0.014, -5.908], [2.183, 0.268, -5.778], [1.364, -0.949, -4.776], [0.918, 2.077, -4.579], [1.870, 1.116, -3.431], [-0.054, -0.087, -3.026], [3.754, 1.080, 6.381], [4.022, -0.355, 5.964], [2.854, -1.147, 6.109], [3.417, 1.118, 7.419], [4.653, 1.693, 6.280], [2.961, 1.516, 5.769], [4.799, -0.797, 6.589], [4.353, -0.398, 4.920], [2.169, -0.759, 5.547], [3.557, 3.281, -0.969], [3.848, 1.819, -1.251], [4.589, 1.685, -2.468], [2.990, 3.723, -1.790], [2.988, 3.398, -0.046], [4.488, 3.850, -0.882], [2.920, 1.259, -1.361], [4.425, 1.373, -0.436], [5.412, 2.174, -2.359], [6.453, 1.478, -5.598], [5.595, 2.483, -6.343], [4.247, 2.035, -6.406], [6.416, 0.505, -6.091], [7.494, 1.809, -5.550], [6.082, 1.336, -4.581], [5.951, 2.608, -7.365], [5.622, 3.460, -5.847], [3.933, 1.937, -5.498], [-5.822, -4.518, -3.452], [-4.331, -4.569, -3.177], [-4.069, -4.873, -1.816], [-6.300, -3.768, -2.820], [-6.020, -4.275, -4.498], [-6.291, -5.478, -3.221], [-3.870, -3.603, -3.387], [-3.846, -5.327, -3.800], [-4.456, -5.730, -1.608], [-2.914, 7.460, -1.105], [-1.430, 7.458, -0.786], [-1.213, 7.108, 0.577], [-3.440, 8.164, -0.459], [-3.091, 7.735, -2.146], [-3.348, 6.473, -0.926], [-1.004, 8.448, -0.946], [-0.896, 6.746, -1.425], [-1.582, 6.229, 0.716], [-1.060, -5.730, -4.984], [-0.168, -4.712, -5.661], [-0.557, -3.404, -5.255], [-2.103, -5.546, -5.246], [-0.798, -6.751, -5.270], [-0.978, -5.637, -3.898], [-0.255, -4.769, -6.746], [0.882, -4.879, -5.393], [-0.473, -3.359, -4.295], [-0.649, 2.693, 7.803], [-1.731, 3.639, 7.318], [-2.095, 3.346, 5.972], [0.233, 2.764, 7.166], [-0.361, 2.920, 8.833], [-0.993, 1.657, 7.756], [-1.379, 4.670, 7.344], [-2.623, 3.562, 7.950], [-2.417, 2.437, 5.948], [4.633, -2.106, -3.888], [4.244, -3.322, -4.707], [4.873, -4.499, -4.203], [5.716, -1.967, -3.899], [4.158, -1.205, -4.279], [4.339, -2.233, -2.843], [4.558, -3.203, -5.744], [3.158, -3.468, -4.689], [4.587, -4.613, -3.290]],
  "forces_ev_per_angstrom": [[-0.77, 0.21, 0.40], [0.66, -0.32, -0.45], [-0.56, 0.19, 0.02], [0.15, 0.13, 0.81], [-0.17, -0.48, -0.08], [0.33, 1.01, 0.17], [-0.66, -0.87, -0.27], [-0.24, 0.03, 0.78], [-0.10, 0.02, -0.05], [1.41, 0.81, -1.56], [-1.43, -2.48, 1.18], [-0.17, 3.36, 2.16], [-0.33, 0.36, -1.59], [0.34, -0.17, -0.04], [0.11, 0.30, -0.18], [-0.11, -0.09, -0.41], [0.24, -0.12, 0.01], [0.40, -0.01, 0.13], [-0.29, -0.20, 0.10], [-0.26, 0.12, -0.23], [-0.03, -0.01, 0.10], [0.18, 0.20, 0.24], [-0.28, -0.16, -0.27], [0.15, 0.40, -0.08], [0.08, -0.28, -0.17], [0.22, 0.21, 0.23], [0.19, -0.10, -0.38], [0.16, -0.01, 0.12], [0.01, -0.19, -0.24], [-0.28, 0.32, 0.54], [-0.12, -0.41, 0.11], [0.45, -0.39, 0.15], [0.76, -1.31, -0.80], [0.12, 0.04, -0.48], [0.16, 0.12, 0.19], [0.27, -0.05, 0.44], [-0.25, 0.09, -0.15], [-0.03, 0.03, -0.05], [0.02, -0.03, 0.02], [-0.04, 0.12, -0.01], [-0.10, -0.04, 0.09], [0.04, 0.03, -0.20], [-0.02, -0.13, -0.03], [0.13, 0.06, -0.09], [-0.08, -0.54, 0.12], [-0.07, 0.10, -0.26], [0.02, 0.05, 0.00], [-0.01, -0.06, -0.03], [0.07, 0.02, 0.00], [-0.14, 0.01, 0.10], [0.12, 0.10, -0.13], [-0.05, 0.05, 0.01], [0.06, 0.11, 0.01], [-0.41, 0.15, -0.15], [0.12, -0.06, 0.06], [0.06, -0.04, 0.00], [-0.02, 0.02, 0.00], [0.04, -0.03, -0.05], [-0.07, -0.10, -0.01], [0.17, 0.07, 0.04], [-0.01, -0.07, 0.03], [-0.07, 0.02, -0.02], [0.27, 0.34, 0.03], [-0.12, -0.15, -0.18], [-0.07, -0.07, 0.03], [0.03, 0.03, 0.00], [0.00, -0.03, 0.11], [0.08, -0.07, -0.11], [-0.14, -0.03, 0.08], [-0.06, -0.04, 0.00], [0.14, -0.02, 0.02], [-0.14, -0.16, 0.39], [-0.09, 0.04, -0.14], [0.02, 0.05, -0.05], [0.00, -0.02, 0.02], [0.02, 0.04, 0.00], [-0.15, 0.00, -0.03], [0.17, 0.04, -0.06], [0.03, 0.00, -0.04], [-0.05, 0.06, 0.00], [-0.20, -0.35, 0.11], [0.07, 0.11, 0.16], [0.06, 0.04, -0.03], [-0.02, -0.03, 0.01], [0.03, -0.03, -0.09], [0.08, -0.04, 0.10], [-0.04, 0.13, -0.20], [0.01, 0.07, -0.03], [-0.04, 0.05, -0.06], [-0.27, -0.38, 0.14], [0.16, 0.16, 0.01], [0.06, 0.04, -0.03], [-0.03, -0.04, 0.01], [0.04, -0.02, -0.10], [0.08, -0.03, 0.15], [-0.01, 0.11, -0.14], [0.02, 0.07, 0.02], [-0.02, -0.21, -0.05], [-0.08, 0.09, 0.54], [0.14, 0.17, -0.25], [0.04, -0.02, -0.07], [0.00, 0.00, 0.04], [0.03, -0.08, -0.01], [-0.04, 0.17, 0.02], [0.02, -0.11, -0.11], [-0.08, 0.01, -0.04], [0.08, 0.05, 0.05], [-0.04, -0.45, -0.06], [-0.01, 0.20, -0.08], [-0.02, -0.01, 0.00], [-0.03, -0.02, 0.00], [0.01, 0.01, 0.05], [-0.07, 0.01, -0.14], [0.06, 0.11, 0.11], [0.04, 0.05, -0.01], [0.02, 0.06, -0.04], [-0.05, -0.02, 0.45], [0.08, -0.08, -0.17], [-0.02, 0.01, -0.08], [0.01, 0.02, 0.07], [-0.11, 0.05, -0.04], [0.03, -0.14, 0.01], [-0.03, 0.15, -0.13], [0.03, 0.00, -0.06]],
  "lowdin_charge": [-0.06, -0.49, -0.11, -0.21, 0.43, -0.29, -0.29, -0.30, -0.01, -0.21, -0.37, -0.11, -0.14, 0.07, 0.07, 0.07, 0.09, 0.07, 0.05, 0.04, -0.05, 0.04, 0.02, 0.09, 0.07, 0.09, 0.09, 0.04, 0.03, 0.04, 0.02, 0.11, 0.08, 0.08, -0.09, -0.31, -0.08, 0.06, 0.06, 0.07, 0.12, 0.09, 0.08, -0.08, -0.31, -0.10, 0.08, 0.06, 0.06, 0.12, 0.09, 0.08, -0.09, -0.33, -0.09, 0.07, 0.07, 0.07, 0.11, 0.11, 0.05, -0.09, -0.31, -0.11, 0.07, 0.07, 0.07, 0.10, 0.11, 0.07, -0.09, -0.32, -0.09, 0.08, 0.07, 0.05, 0.11, 0.11, 0.06, -0.09, -0.32, -0.09, 0.08, 0.07, 0.07, 0.11, 0.09, 0.09, -0.09, -0.33, -0.09, 0.07, 0.07, 0.07, 0.11, 0.10, 0.07, -0.09, -0.32, -0.09, 0.06, 0.07, 0.08, 0.11, 0.10, 0.07, -0.09, -0.32, -0.09, 0.07, 0.07, 0.07, 0.11, 0.11, 0.07, -0.09, -0.32, -0.09, 0.08, 0.06, 0.08, 0.11, 0.10, 0.08],
  "charge": -1,
  "energy_ev": -109818.0525
}

{
  "formula": "C5H6N4",
  "method": "ωB97M-V/def2-TZVPD",
  "elements": ["C", "N", "N", "C", "C", "C", "N", "C", "N", "H", "H", "H", "H", "H", "H"],
  "positions_angstrom": [[-0.400, 1.892, -0.095], [-0.896, 0.557, -0.144], [-2.189, 0.241, -0.054], [-2.225, -1.069, -0.004], [-0.972, -1.652, 0.169], [-0.163, -0.563, -0.037], [1.262, -0.560, -0.135], [2.434, -0.482, 0.080], [3.637, -0.663, 0.329], [-0.496, 2.286, -1.099], [-1.131, 2.329, 0.608], [0.617, 1.712, 0.360], [-3.195, -1.584, -0.204], [-0.514, -2.551, 0.351], [4.232, 0.107, -0.125]],
  "forces_ev_per_angstrom": [[-0.22, -0.82, 1.26], [0.31, -1.71, 0.28], [-0.52, 0.66, -1.16], [-2.23, -1.54, 0.34], [0.48, 2.44, -1.22], [2.81, 0.10, 0.50], [-1.32, 0.31, 0.06], [-0.63, -0.95, 0.28], [0.73, 2.26, -1.25], [0.59, 0.67, 0.07], [0.84, 0.70, -0.35], [-0.92, 1.33, -0.79], [0.89, 0.54, 0.82], [0.09, -2.37, 0.13], [-0.89, -1.60, 1.02]],
  "nbo_charge": [-0.41, -0.17, -0.28, -0.03, -0.36, 0.32, -0.51, 0.68, -0.76, 0.22, 0.23, 0.22, 0.21, 0.24, 0.39],
  "charge": 0,
  "smiles": "Cn1nccc1N=C=N",
  "relative_energy_kj_mol": 133.2,
  "energy_ev": -11240.2862
}

The following gap between HOMO and LUMO values (in eV) correspond, in order, to the records above: 6.5762, 9.3375.